C5H7NO in the gas phase in a non-equilibrium geometry, computed with the ωB97M-V functional and the def2-TZVPD basis.

```
14
Properties=species:S:1:pos:R:3
C -2.018 0.106 0.156
C -0.715 -0.357 0.830
C 0.411 0.472 0.385
C 1.716 -0.202 0.234
O 2.418 0.414 -0.892
C 1.564 0.733 -1.815
N 0.788 0.970 -2.648
H -2.166 1.177 0.322
H -2.876 -0.449 0.548
H -1.966 -0.055 -0.925
H -0.778 -0.127 1.910
H -0.577 -1.448 0.740
H 2.300 0.032 1.137
H 1.754 -1.289 0.059
```

HOMO = -9.08 eV
Energy relative to the best compared isomer or geometry (same formula, charge and spin) = 118.7 kcal per mole
Frontier orbital gap = 0.302 hartree